# 1
20
Properties=species:S:1:pos:R:3:forces:R:3:lowdin_charge:R:1 method="wB97M-V/def2-TZVPD" e_homo_ev=-8.76 e_above_lowest_kcal_mol=27.7 lumo_energy_ev=0.51 e_tot_ha=-473.75864
H -0.8897 0.1124 -1.8140 0.3 0.6 0.0 0.0390
N -0.2482 -0.5853 -2.1623 -0.8 -0.6 0.4 0.1250
C 0.8363 -0.7295 -1.5307 1.5 -0.7 -1.8 -0.5674
N 1.5058 0.1795 -0.7312 -1.1 0.4 0.7 0.1264
N 1.6850 -1.8426 -1.8615 -0.3 1.5 0.7 -0.0617
C 1.2562 -2.6563 -2.9832 0.1 -0.2 0.3 -0.1366
H 2.2756 -0.1316 -0.1707 0.3 -0.4 -0.1 0.0809
H 0.8449 0.7037 -0.1835 -0.1 0.3 0.2 0.0591
H 1.7797 -2.3123 -0.9665 0.4 -0.6 -0.5 0.1116
H 1.9228 -3.5172 -3.0218 -0.3 -0.3 0.1 0.0737
H 1.3908 -2.1510 -3.9380 0.0 0.4 0.2 0.0764
H 0.1992 -2.8865 -2.8809 -0.1 -0.5 -0.2 0.0637
C -0.0953 2.0263 2.7289 0.3 -0.4 0.6 0.0143
C -1.3070 1.3326 2.2109 -2.1 0.5 -0.7 -0.5545
O -1.3985 0.4348 1.4186 0.9 0.1 0.0 0.0985
O -2.4455 1.9107 2.7066 1.0 0.9 1.1 0.0758
H 0.1888 1.5295 3.6624 0.4 -0.2 -0.3 0.1001
H -0.2646 3.0495 3.0488 -0.3 0.1 -0.4 0.0874
H 0.6692 1.9739 1.9588 0.3 -0.1 0.3 0.0798
H -3.1990 1.9234 2.1267 -0.4 -0.8 -0.6 0.1083

***

# 2
20
Properties=species:S:1:pos:R:3:forces:R:3:lowdin_charge:R:1 method="wB97M-V/def2-TZVPD" e_homo_ev=-9.74 e_above_lowest_kcal_mol=45.6 lumo_energy_ev=0.41 e_tot_ha=-473.73014
H -3.6947 -1.2456 0.2683 0.1 -0.8 -0.3 0.0403
N -2.9520 -0.6273 -0.0034 0.3 1.1 0.3 0.1321
C -1.8452 -1.1191 -0.3745 -2.3 0.1 -0.2 -0.5715
N -1.6898 -2.5152 -0.6280 1.2 0.3 1.1 0.0928
N -0.7763 -0.2486 -0.4786 1.6 0.8 -1.6 -0.0458
C -0.0967 -0.0321 -1.7933 0.7 -1.2 0.9 -0.0638
H -0.8106 -2.7810 -0.1783 -0.2 -0.3 -0.4 0.0837
H -1.6421 -2.7734 -1.5970 -0.1 0.1 -0.4 0.0691
H -1.0222 0.7132 -0.3027 -0.9 -0.3 1.1 0.1051
H 0.0191 -0.9744 -2.3249 -0.4 0.1 -0.3 0.0778
H 0.9307 0.2614 -1.5910 0.1 0.1 0.0 0.0486
H -0.5407 0.7766 -2.3668 -0.3 -0.3 -0.3 0.0885
C 1.3600 0.8861 1.9183 -1.1 0.3 2.0 -0.0016
C 2.0973 2.0585 1.3088 1.7 -1.1 -1.5 -0.5322
O 2.6625 2.9459 1.8634 -0.9 0.3 0.7 0.1212
O 2.5060 1.8118 0.0022 -0.6 0.6 0.6 0.0701
H 0.5391 0.2849 1.4952 0.9 0.4 -1.1 0.0624
H 0.8417 1.1986 2.8340 0.5 0.4 0.0 0.0887
H 2.1703 0.2558 2.2860 -0.1 -0.3 -0.2 0.0975
H 1.9435 1.1240 -0.3379 -0.2 -0.6 -0.4 0.0370